Here is a 5-piece molecular cluster, C20H40O8 overall from OMol25. Energies are from ωB97M-V/def2-TZVPD.

XYZ file:
```
68
Properties=species:S:1:pos:R:3:forces:R:3
C 4.3355 2.9927 -1.7767 -0.3 0.4 0.5
O 3.3433 2.4852 -0.9003 0.6 -0.2 -0.2
C 3.1031 1.1073 -1.0326 -0.4 -0.2 0.2
C 2.0216 0.7484 -2.0715 -0.1 0.0 1.0
C 1.4014 -0.6170 -1.7362 1.0 0.0 -1.2
C 1.7658 -1.6890 -2.7524 0.0 -0.5 0.5
O 2.5909 -2.7230 -2.1306 -0.2 0.7 0.1
C 3.1329 -3.4778 -3.1265 2.2 1.6 1.3
C 4.5827 -3.1830 -3.4288 -0.5 0.6 0.0
O 2.5285 -4.2727 -3.7174 -2.1 -2.5 -1.7
O 0.9917 1.7140 -1.9734 0.2 0.1 -0.5
C 1.0167 2.7210 -2.9709 -0.2 0.0 0.5
H 4.9380 3.6992 -1.2152 0.1 0.2 0.1
H 3.8588 3.5462 -2.5792 0.1 0.0 -0.4
H 5.0090 2.2277 -2.1550 -0.1 -0.2 -0.2
H 2.7335 0.7668 -0.0698 -0.1 0.1 0.3
H 4.0245 0.5487 -1.2194 0.1 0.0 -0.1
H 2.4719 0.7114 -3.0640 -0.2 0.3 -0.3
H 1.7060 -0.9364 -0.7503 -0.1 -0.2 0.3
H 0.3409 -0.5039 -1.7554 -0.5 0.2 0.2
H 0.8750 -2.1577 -3.1588 -0.1 -0.2 0.0
H 2.3370 -1.2998 -3.5955 0.0 0.2 -0.1
H 5.2376 -3.7504 -2.7824 0.2 -0.2 0.1
H 4.7680 -2.1258 -3.2801 0.2 0.2 0.2
H 4.7311 -3.4024 -4.4750 0.3 -0.3 -0.2
H 0.8650 3.6850 -2.4929 -0.1 0.1 0.1
H 1.9691 2.7747 -3.4852 0.2 -0.1 -0.2
H 0.2101 2.5377 -3.6784 0.0 0.1 -0.2
C -0.0274 -2.3164 1.7547 0.1 0.0 -0.3
C -0.7720 -1.0754 1.3204 -0.1 0.2 0.0
C -1.4981 -0.3049 2.3845 -0.1 0.1 -0.1
O -0.7782 -0.7206 0.1611 -0.2 -0.2 0.2
H 0.4514 -2.7752 0.8903 0.0 0.0 0.0
H 0.7393 -2.0541 2.4856 -0.1 -0.1 0.1
H -0.7227 -3.0333 2.1950 0.1 0.0 0.2
H -0.7930 0.0456 3.1375 0.0 -0.1 0.1
H -2.2579 -0.9374 2.8474 0.1 0.0 0.1
H -1.9855 0.5570 1.9355 0.0 0.0 0.0
C 1.5580 3.0034 5.3389 -0.3 0.0 -0.1
C 1.6713 2.2290 4.0479 0.0 0.0 -0.1
C 3.0631 1.9608 3.5285 -0.1 -0.1 -0.2
O 0.6909 1.8413 3.4547 0.1 0.0 0.1
H 0.5081 3.1255 5.5962 0.0 0.0 0.0
H 2.0597 2.4636 6.1436 0.1 0.1 0.0
H 2.0113 3.9892 5.2240 0.1 -0.1 0.1
H 3.6281 1.3772 4.2575 0.1 0.1 0.0
H 3.5787 2.9031 3.3378 0.1 0.0 0.1
H 3.0000 1.4004 2.5980 0.0 0.0 0.0
C -3.4990 -3.0069 -0.2987 0.0 0.3 0.1
C -4.3401 -2.8612 0.9463 0.0 0.0 0.0
C -5.1097 -4.0772 1.4020 -0.1 0.2 0.2
O -4.3950 -1.8147 1.5527 0.0 -0.2 0.1
H -3.0025 -2.0621 -0.5112 0.0 0.0 0.0
H -2.7413 -3.7783 -0.1490 -0.1 -0.1 -0.1
H -4.1330 -3.2728 -1.1463 0.1 -0.2 0.0
H -4.4208 -4.8947 1.6212 0.0 -0.1 -0.1
H -5.8088 -4.3893 0.6246 0.1 -0.1 0.0
H -5.6690 -3.8349 2.3032 0.0 0.0 0.0
C -5.0521 3.2769 0.0109 -0.2 0.1 -0.2
C -5.2536 1.8923 -0.5599 0.0 -0.1 -0.1
C -4.2819 0.8271 -0.1213 -0.2 0.1 -0.3
O -6.1550 1.6547 -1.3326 0.0 0.0 0.0
H -5.8149 3.9454 -0.3833 0.0 0.0 0.0
H -5.1340 3.2477 1.0986 0.2 0.0 0.0
H -4.0683 3.6564 -0.2699 0.1 0.0 0.2
H -4.3330 0.6936 0.9588 0.1 0.0 0.0
H -3.2657 1.1058 -0.4101 0.0 0.0 0.2
H -4.5376 -0.1136 -0.6007 0.0 0.0 0.0
```
Forces are in eV/Å.

Summary:
Largest force on an atom, hartree/bohr: 0.07143
HOMO energy, eV: -9.08
Energy above the lowest of the compared OMol25 structures with the same formula, charge and spin, kcal/mol: 33.8
SMILES string: COC[C@@H](CCOC(C)=O)OC.CC(C)=O.CC(C)=O.CC(C)=O.CC(C)=O
LUMO energy, eV: 0.625

Taken from the Mulliken analysis, the atomic charges in e are:
1 C -0.74
2 O -0.36
3 C -0.47
4 C 0.34
5 C -0.15
6 C -0.84
7 O -0.36
8 C 0.68
9 C -0.90
10 O -0.51
11 O -0.37
12 C -0.86
13 H 0.26
14 H 0.24
15 H 0.36
16 H -0.01
17 H 0.37
18 H 0.38
19 H 0.15
20 H 0.32
21 H 0.24
22 H 0.48
23 H 0.29
24 H 0.28
25 H 0.34
26 H 0.28
27 H 0.31
28 H 0.27
29 C -1.24
30 C 1.00
31 C -0.98
32 O -0.54
33 H 0.24
34 H 0.35
35 H 0.37
36 H 0.39
37 H 0.32
38 H 0.07
39 C -1.19
40 C 0.83
41 C -0.77
42 O -0.52
43 H 0.29
44 H 0.34
45 H 0.34
46 H 0.34
47 H 0.36
48 H -0.03
49 C -0.87
50 C 0.89
51 C -1.29
52 O -0.49
53 H -0.04
54 H 0.40
55 H 0.43
56 H 0.34
57 H 0.34
58 H 0.32
59 C -1.13
60 C 0.55
61 C -0.51
62 O -0.58
63 H 0.33
64 H 0.32
65 H 0.30
66 H 0.30
67 H 0.24
68 H 0.15